No. 1
Formula: C23H41BrO4PS3SiW
Source: the Open Molecules 2025 dataset
Level of theory: ωB97M-V with the def2-TZVPD basis set

Output
frontier orbital gap (alpha / beta): 6.9 / 6.7 eV
energy relative to the best compared isomer or geometry (same formula, charge and spin): 79.8 kJ/mol
spin multiplicity: 2
highest occupied orbital energy (alpha / beta): -14.25 / -14.32 eV
total charge: +2

Each line ends with the Mulliken charge.
Geometry (Å):
W  -0.356  0.225  -0.048  0.633
O  2.752  2.118  -0.900  -0.487
C  1.635  2.000  -1.289  0.222
O  0.591  1.773  -0.418  -0.399
C  1.167  2.063  -2.696  0.788
C  1.826  2.943  -3.547  -0.598
C  1.440  3.058  -4.873  -0.626
C  0.410  2.272  -5.363  -0.644
C  -0.245  1.375  -4.532  -0.807
C  0.120  1.278  -3.195  0.649
S  -0.785  0.021  -2.295  -0.210
H  2.637  3.536  -3.145  0.485
H  1.947  3.759  -5.521  0.425
H  0.109  2.352  -6.399  0.407
H  -1.036  0.747  -4.921  0.459
C  -4.490  1.348  4.877  -1.193
C  -4.754  0.855  3.483  -0.058
O  -3.567  0.057  3.055  -0.197
P  -2.946  -0.073  1.665  0.603
S  -1.660  -1.531  0.633  -0.230
S  -1.662  1.557  1.366  -0.269
O  -4.176  0.082  0.711  -0.176
C  -4.294  -0.109  -0.728  0.031
C  -5.757  -0.024  -1.087  -1.362
H  -5.366  1.907  5.209  0.389
H  -3.627  2.012  4.905  0.298
H  -4.327  0.518  5.561  0.321
H  -4.880  1.664  2.766  0.361
H  -5.603  0.179  3.427  0.280
H  -3.880  -1.083  -0.985  0.359
H  -3.710  0.673  -1.216  0.199
H  -6.311  -0.852  -0.647  0.335
H  -5.856  -0.080  -2.170  0.400
H  -6.188  0.916  -0.746  0.345
C  5.366  -3.646  3.268  -1.701
C  4.009  -3.138  2.727  2.437
C  2.931  -4.195  3.006  -1.928
C  3.603  -1.859  3.482  -1.507
Si  4.300  -2.875  0.877  -2.325
Br  1.731  -0.940  0.397  0.614
C  5.556  -1.576  0.321  2.612
C  5.173  -0.840  -0.977  -1.666
C  6.862  -2.372  0.098  -1.715
C  5.797  -0.503  1.395  -2.013
C  3.780  -4.238  -0.327  2.443
C  4.668  -5.451  0.032  -1.683
C  4.043  -3.849  -1.789  -1.960
C  2.297  -4.634  -0.211  -1.595
H  5.250  -3.842  4.336  0.523
H  6.165  -2.913  3.155  0.333
H  5.683  -4.579  2.795  0.363
H  2.851  -4.319  4.089  0.592
H  3.177  -5.171  2.590  0.389
H  1.953  -3.887  2.638  0.346
H  3.444  -2.126  4.530  0.525
H  2.669  -1.440  3.107  0.276
H  4.364  -1.086  3.456  0.342
H  5.095  -1.498  -1.836  0.305
H  5.963  -0.116  -1.191  0.549
H  4.245  -0.277  -0.875  0.307
H  6.771  -3.122  -0.688  0.332
H  7.212  -2.865  1.008  0.369
H  7.636  -1.665  -0.210  0.526
H  4.900  0.086  1.591  0.391
H  6.561  0.182  1.021  0.599
H  6.168  -0.918  2.331  0.425
H  5.732  -5.242  -0.100  0.360
H  4.408  -6.270  -0.643  0.524
H  4.511  -5.805  1.051  0.322
H  5.092  -3.632  -1.984  0.399
H  3.440  -2.995  -2.099  0.371
H  3.766  -4.695  -2.422  0.610
H  2.056  -5.098  0.740  0.353
H  2.085  -5.367  -0.993  0.524
H  1.627  -3.787  -0.366  0.295

***

No. 2
Formula: C5H11NO
Source: the Open Molecules 2025 dataset
Level of theory: ωB97M-V with the def2-TZVPD basis set

Output
frontier orbital gap: 10.5 eV
energy relative to the best compared isomer or geometry (same formula, charge and spin): 12.2 kJ/mol
highest occupied orbital energy: -9.60 eV
total charge: 0
SMILES: CNC(=O)C(C)C

Each line ends with the Mulliken charge.
Geometry (Å):
C  -1.268  -2.327  -0.836  -0.921
N  -0.867  -0.969  -0.555  -0.128
C  0.432  -0.640  -0.313  0.310
O  1.341  -1.460  -0.324  -0.669
C  0.699  0.841  -0.039  0.998
C  -0.537  1.735  0.109  -1.729
C  1.605  0.967  1.184  -1.412
H  -1.746  -2.405  -1.820  0.300
H  -1.955  -2.710  -0.071  0.294
H  -0.360  -2.933  -0.830  0.337
H  -1.555  -0.232  -0.534  0.176
H  1.264  1.182  -0.916  0.175
H  -1.149  1.440  0.971  0.382
H  -1.177  1.745  -0.782  0.397
H  -0.212  2.766  0.275  0.408
H  1.993  1.987  1.267  0.378
H  1.050  0.741  2.101  0.347
H  2.442  0.272  1.111  0.357

***

No. 3
Formula: C6H10ClNO2
Source: the Open Molecules 2025 dataset
Level of theory: ωB97M-V with the def2-TZVPD basis set

Output
frontier orbital gap: 7.9 eV
energy relative to the best compared isomer or geometry (same formula, charge and spin): 366.7 kJ/mol
highest occupied orbital energy: -7.80 eV
total charge: 0

Each line ends with the Mulliken charge.
Geometry (Å):
C  -0.955  1.483  -1.735  0.433
C  -1.661  -0.359  -0.126  -1.149
C  -0.777  -1.560  -0.504  -0.424
C  -0.745  0.923  -0.328  0.124
C  0.562  -1.036  -0.249  -0.320
C  1.749  1.003  0.421  -1.154
N  0.636  0.327  -0.233  0.154
O  0.047  1.309  -2.611  -0.498
O  -2.017  1.951  -1.981  -0.545
Cl  1.989  -1.909  -0.691  -0.136
H  -2.556  -0.253  -0.680  0.498
H  -1.912  -0.432  0.874  0.422
H  -1.020  -2.371  0.251  0.300
H  -0.772  -1.926  -1.568  0.304
H  -0.816  1.722  0.390  0.506
H  0.164  -1.302  1.688  0.050
H  1.810  1.046  1.454  0.347
H  2.499  0.481  -0.078  0.373
H  1.635  2.088  0.146  0.343
H  0.870  0.845  -2.378  0.372

***

No. 4
Formula: C7H20N3ORu
Source: the Open Molecules 2025 dataset
Level of theory: ωB97M-V with the def2-TZVPD basis set

Output
frontier orbital gap (alpha / beta): 7.1 / 7.8 eV
energy relative to the best compared isomer or geometry (same formula, charge and spin): 113.2 kJ/mol
spin multiplicity: 5
highest occupied orbital energy (alpha / beta): -9.58 / -12.51 eV
total charge: +1

Each line ends with the Mulliken charge.
Geometry (Å):
C  1.897  -0.178  0.728  -1.228
Ru  -0.068  -0.053  0.082  0.098
N  0.471  0.697  -1.846  -0.751
H  -0.149  -0.095  1.663  0.018
H  1.042  -1.247  -0.034  0.197
H  2.018  -0.795  1.622  0.405
H  2.023  0.866  1.057  0.370
H  2.683  -0.349  -0.009  0.414
H  -0.087  1.540  -2.029  0.341
H  0.226  0.002  -2.556  0.318
H  1.456  0.929  -1.972  0.313
C  -3.977  1.929  -1.688  -1.020
N  -4.209  0.860  -0.749  0.142
C  -5.516  0.716  -0.168  -0.576
C  -5.644  -0.615  0.544  -0.732
C  -4.434  -0.909  1.379  -0.557
N  -3.258  -0.842  0.547  0.232
C  -2.096  -1.610  0.954  -1.384
C  -3.131  0.137  -0.393  0.757
O  -2.037  0.405  -0.992  -0.778
H  -3.547  1.579  -2.630  0.274
H  -3.293  2.666  -1.256  0.306
H  -4.939  2.402  -1.906  0.372
H  -5.685  1.557  0.529  0.322
H  -6.265  0.800  -0.971  0.399
H  -5.800  -1.404  -0.206  0.312
H  -6.526  -0.573  1.187  0.361
H  -4.489  -1.911  1.806  0.358
H  -4.338  -0.181  2.197  0.302
H  -1.776  -1.305  1.962  0.251
H  -2.349  -2.687  0.990  0.366
H  -1.286  -1.515  0.168  0.798

***

Repeat the second record exactly.
Formula: C5H11NO
Source: the Open Molecules 2025 dataset
Level of theory: ωB97M-V with the def2-TZVPD basis set

Output
frontier orbital gap: 10.5 eV
energy relative to the best compared isomer or geometry (same formula, charge and spin): 12.2 kJ/mol
highest occupied orbital energy: -9.60 eV
total charge: 0
SMILES: CNC(=O)C(C)C

Each line ends with the Mulliken charge.
Geometry (Å):
C  -1.268  -2.327  -0.836  -0.921
N  -0.867  -0.969  -0.555  -0.128
C  0.432  -0.640  -0.313  0.310
O  1.341  -1.460  -0.324  -0.669
C  0.699  0.841  -0.039  0.998
C  -0.537  1.735  0.109  -1.729
C  1.605  0.967  1.184  -1.412
H  -1.746  -2.405  -1.820  0.300
H  -1.955  -2.710  -0.071  0.294
H  -0.360  -2.933  -0.830  0.337
H  -1.555  -0.232  -0.534  0.176
H  1.264  1.182  -0.916  0.175
H  -1.149  1.440  0.971  0.382
H  -1.177  1.745  -0.782  0.397
H  -0.212  2.766  0.275  0.408
H  1.993  1.987  1.267  0.378
H  1.050  0.741  2.101  0.347
H  2.442  0.272  1.111  0.357

***

Question: Which value of energy relative to the best compared isomer or geometry (same formula, charge and spin) does entry 2 give?
Answer: 12.2 kJ/mol